Molecular formula: C52H134N13O18
Method: DFT, the ωB97M-V functional and the def2-TZVPD basis

Geometry as XYZ:
```
217
Properties=species:S:1:pos:R:3:mulliken_charge:R:1
C -3.164 10.738 -18.322 -0.82
N -1.719 10.911 -18.584 -0.10
C -0.779 10.696 -17.350 -0.93
C -1.269 9.833 -19.572 -0.94
C -1.425 12.280 -19.275 -0.59
C -1.825 13.571 -18.487 -0.63
O -3.095 13.571 -17.981 -0.49
H -3.587 9.759 -18.097 0.31
H -3.696 11.152 -19.179 0.36
H -3.333 11.379 -17.457 0.38
H 0.241 10.929 -17.657 0.39
H -0.834 9.640 -17.085 0.43
H -1.270 11.261 -16.557 0.37
H -1.765 8.869 -19.461 0.35
H -0.180 9.803 -19.601 0.40
H -1.725 10.127 -20.518 0.43
H -1.982 12.316 -20.210 0.41
H -0.397 12.294 -19.638 0.51
H -1.831 14.418 -19.174 0.42
H -1.053 13.960 -17.822 0.40
H -3.465 14.456 -17.934 0.33
C 7.311 -1.809 -26.615 -1.05
N 8.044 -1.891 -28.002 -0.04
C 8.984 -3.084 -27.940 -0.84
C 6.862 -2.254 -28.877 -0.93
C 8.729 -0.592 -28.468 -0.32
C 10.023 -0.228 -27.794 -0.53
O 10.388 1.099 -28.198 -0.53
H 6.603 -0.992 -26.751 0.50
H 8.031 -1.535 -25.844 0.36
H 6.738 -2.699 -26.353 0.42
H 8.470 -3.859 -27.371 0.39
H 9.957 -2.844 -27.514 0.34
H 9.126 -3.489 -28.942 0.38
H 6.072 -1.509 -28.964 0.37
H 6.378 -3.123 -28.432 0.42
H 7.349 -2.611 -29.785 0.44
H 8.038 0.128 -28.031 0.30
H 8.828 -0.646 -29.552 0.34
H 10.861 -0.737 -28.270 0.35
H 9.989 -0.247 -26.704 0.31
H 11.057 1.506 -27.642 0.32
C 7.449 15.044 -23.890 -0.91
N 7.459 16.356 -24.779 -0.09
C 8.791 17.066 -24.564 -0.97
C 7.315 16.032 -26.264 -0.82
C 6.278 17.262 -24.189 -0.69
C 6.112 18.750 -24.599 -0.53
O 5.510 18.651 -25.885 -0.47
H 6.477 14.559 -23.985 0.39
H 7.922 15.155 -22.914 0.40
H 8.135 14.314 -24.319 0.40
H 8.977 17.564 -23.613 0.33
H 8.864 17.781 -25.384 0.46
H 9.550 16.299 -24.718 0.42
H 8.117 15.355 -26.558 0.38
H 7.460 16.978 -26.787 0.36
H 6.337 15.559 -26.348 0.35
H 6.488 17.242 -23.120 0.52
H 5.318 16.749 -24.238 0.45
H 7.084 19.242 -24.627 0.27
H 5.545 19.311 -23.856 0.46
H 4.982 19.451 -25.930 0.30
C 7.182 0.293 -13.011 -0.89
N 8.286 0.972 -13.829 -0.17
C 7.765 2.246 -14.418 -0.87
C 9.369 1.364 -12.760 -0.94
C 8.855 -0.036 -14.858 -0.41
C 10.024 0.285 -15.834 -0.58
O 9.526 0.940 -16.960 -0.48
H 6.673 1.020 -12.378 0.42
H 7.530 -0.504 -12.354 0.39
H 6.352 -0.042 -13.633 0.40
H 7.492 3.084 -13.776 0.34
H 6.875 1.921 -14.956 0.45
H 8.507 2.644 -15.111 0.34
H 9.796 0.484 -12.279 0.34
H 8.648 1.813 -12.077 0.48
H 10.103 2.001 -13.254 0.40
H 8.023 -0.402 -15.459 0.35
H 9.160 -0.841 -14.190 0.44
H 10.630 -0.585 -16.086 0.42
H 10.736 0.879 -15.260 0.24
H 9.464 0.314 -17.685 0.33
C 5.528 10.908 -11.264 -1.25
C 5.733 10.735 -12.848 0.05
C 5.443 9.361 -13.480 -0.60
O 5.513 9.550 -14.921 -0.31
C 4.865 8.458 -15.572 -0.74
N 5.039 11.969 -13.597 -0.33
H 5.199 11.952 -14.594 0.36
H 4.060 11.800 -13.417 0.33
H 5.241 12.919 -13.317 0.35
H 4.626 10.436 -10.874 0.37
H 5.419 11.974 -11.064 0.39
H 6.350 10.377 -10.784 0.37
H 6.785 10.913 -13.076 0.34
H 4.461 9.161 -13.051 0.42
H 6.254 8.685 -13.208 0.38
H 3.804 8.428 -15.323 0.31
H 5.384 7.515 -15.403 0.28
H 4.777 8.578 -16.652 0.29
C 0.816 -3.046 -23.329 -1.28
C 0.614 -2.441 -21.908 0.23
C 1.830 -2.454 -20.882 -0.83
O 2.947 -1.656 -21.381 -0.26
C 4.083 -1.661 -20.550 -0.80
N 0.047 -1.043 -22.067 -0.34
H 0.744 -0.479 -22.531 0.35
H -0.806 -1.014 -22.608 0.36
H -0.073 -0.503 -21.223 0.33
H 1.618 -3.779 -23.420 0.34
H 1.228 -2.309 -24.018 0.40
H -0.033 -3.577 -23.760 0.37
H -0.254 -2.904 -21.440 0.32
H 2.237 -3.455 -20.738 0.43
H 1.574 -2.185 -19.857 0.49
H 4.860 -1.069 -21.034 0.23
H 4.391 -2.684 -20.333 0.30
H 3.788 -1.024 -19.716 0.37
C 3.142 9.110 -23.982 -1.38
C 4.243 8.382 -23.112 -0.17
C 5.533 8.128 -23.912 -0.78
N 6.507 7.218 -23.088 0.28
C 7.243 8.155 -22.036 -0.86
C 5.883 5.933 -22.486 -0.98
C 6.949 4.769 -22.519 -0.45
C 8.097 5.365 -23.232 -0.67
C 7.619 6.635 -24.035 -0.76
H 2.321 9.531 -23.401 0.37
H 2.572 8.440 -24.625 0.38
H 3.649 9.961 -24.436 0.34
H 3.762 7.480 -22.734 0.31
H 4.572 8.946 -22.239 0.30
H 6.058 9.048 -24.167 0.41
H 5.259 7.607 -24.829 0.39
H 8.119 8.564 -22.538 0.30
H 7.658 7.594 -21.198 0.36
H 6.524 8.848 -21.597 0.34
H 5.432 6.167 -21.522 0.47
H 5.068 5.677 -23.163 0.51
H 7.239 4.698 -21.470 0.22
H 6.474 3.863 -22.894 0.41
H 8.760 5.760 -22.462 0.29
H 8.609 4.722 -23.948 0.44
H 8.377 7.394 -24.227 0.47
H 7.088 6.291 -24.923 0.43
C 0.003 17.126 -25.147 -1.27
C -0.172 15.947 -26.130 -0.60
C -0.606 16.399 -27.547 -0.67
N -0.093 15.415 -28.686 0.26
C -0.614 13.950 -28.517 -1.06
C 1.424 15.425 -28.742 -0.38
C 1.731 16.249 -29.945 -0.79
C 0.704 15.665 -30.970 -0.54
C -0.566 15.832 -30.130 -0.53
H -1.004 17.497 -24.956 0.36
H 0.660 17.877 -25.587 0.32
H 0.412 16.810 -24.187 0.37
H -0.815 15.089 -25.935 0.41
H 0.774 15.416 -26.232 0.42
H -0.164 17.372 -27.762 0.44
H -1.695 16.420 -27.602 0.47
H -0.075 13.374 -29.270 0.41
H -1.690 13.986 -28.688 0.37
H -0.330 13.687 -27.498 0.40
H 1.962 14.478 -28.693 0.34
H 1.761 16.163 -28.014 0.25
H 2.781 16.164 -30.224 0.44
H 1.412 17.288 -29.860 0.25
H 0.928 14.629 -31.225 0.28
H 0.680 16.265 -31.880 0.39
H -1.429 15.236 -30.428 0.31
H -0.855 16.874 -29.997 0.36
C 14.629 3.303 -19.361 -1.33
C 15.579 2.063 -19.651 -0.15
C 15.395 1.522 -21.103 -0.95
N 16.405 0.451 -21.458 0.29
C 16.296 0.141 -22.963 -1.06
C 16.116 -0.795 -20.575 -0.61
C 17.348 -1.205 -19.791 -0.61
C 18.197 0.081 -19.856 -0.52
C 17.832 0.845 -21.065 -0.71
H 14.420 3.891 -20.254 0.37
H 15.037 3.928 -18.566 0.37
H 13.627 3.015 -19.043 0.30
H 15.430 1.328 -18.860 0.34
H 16.550 2.499 -19.415 0.27
H 15.575 2.263 -21.882 0.56
H 14.421 1.113 -21.370 0.37
H 16.626 -0.890 -23.089 0.41
H 16.646 0.896 -23.666 0.41
H 15.227 0.034 -23.149 0.44
H 15.749 -1.603 -21.207 0.41
H 15.383 -0.664 -19.780 0.23
H 17.985 -1.990 -20.199 0.32
H 17.125 -1.625 -18.810 0.35
H 19.278 -0.064 -19.862 0.47
H 18.029 0.632 -18.931 0.25
H 18.462 0.554 -21.904 0.50
H 17.926 1.928 -20.980 0.30
N 4.290 14.115 -18.953 1.01
O 3.776 14.311 -20.051 -0.66
O 3.556 14.320 -17.969 -0.67
O 5.355 13.594 -18.834 -0.67
N 2.780 3.285 -26.192 0.94
O 3.656 3.357 -27.051 -0.65
O 2.747 2.280 -25.513 -0.63
O 2.053 4.229 -25.809 -0.65
N 14.061 6.101 -25.902 1.05
O 13.419 6.842 -25.200 -0.70
O 13.807 4.927 -25.910 -0.71
O 14.901 6.474 -26.659 -0.64
N 1.574 3.328 -18.400 0.96
O 2.546 2.993 -17.703 -0.68
O 0.614 2.570 -18.680 -0.66
O 1.427 4.440 -18.719 -0.62
```

Net charge = +5
HOMO-LUMO gap = 4.22 eV
Max |F| = 6.76 eV/A
Energy = -4125.1285 a.u.
Highest occupied orbital energy = -11.05 eV